a | C3H5IO | wB97M-V/def2-TZVPD

As for the structure (SMILES): C#COC.I. The value obtained for the frontier orbital gap is 9.97 eV. The lowest unoccupied orbital energy is 0.46 eV.

Each line ends with the Löwdin charge.
Geometry (Å):
I (-3.65896, -0.81309, -2.48718)  0.39
O (-0.92274, -0.93433, 0.09497)  -0.17
C (-0.34935, -1.24141, 1.25067)  -0.23
C (-0.50728, 0.10775, -0.76142)  -0.11
C (0.37209, -1.77485, 2.03484)  0.12
H (-1.25486, 0.94473, -0.67834)  0.10
H (0.91314, -2.12631, 2.86411)  0.02
H (0.57738, 0.29267, -0.46204)  0.12
H (-0.41390, -0.23659, -1.78076)  0.06
H (-3.33493, -0.87023, -0.85472)  -0.28

=====

b | C3H5IO | wB97M-V/def2-TZVPD

The value obtained for the frontier orbital gap is 9.66 eV. The lowest unoccupied orbital energy is 0.43 eV.

Each line ends with the Löwdin charge.
Geometry (Å):
I (-0.20213, 1.09895, -1.17363)  0.83
O (-1.57485, -0.49746, -4.06132)  -0.04
C (-0.47866, -0.56020, -3.70192)  -0.15
C (0.41824, 0.39838, 1.72117)  -0.24
C (0.17726, -0.30226, 0.40491)  -0.68
H (0.95039, -0.84817, -0.09174)  0.01
H (0.36159, -0.30467, 2.53285)  0.05
H (1.40452, 0.72467, 1.71634)  0.03
H (-0.32154, 1.24466, 2.11324)  0.12
H (-0.73482, -0.95390, 0.54012)  0.06

=====

Compare the structures above. Which one is the least stable? a is.